ORCA calculation (the ωB97M-V functional and the def2-TZVPD basis) on a cluster of 6 separate species, C37H37N2O12 in total.

Output
charge	+1
lowest unoccupied orbital energy	-3.86	eV
E	-2444.09883	Ha
Kohn-Sham gap	7.51	eV

Last column: Mulliken charge in e.
CARTESIAN COORDINATES (ANGSTROEM)
C 4.40349 -0.42604 -0.88860  -0.9997
C 4.29473 0.93684 -1.47442  0.8218
O 5.08689 1.82388 -1.40884  -0.5078
O 3.10166 1.11260 -2.18086  -0.3402
C 2.68476 2.42324 -2.35447  -0.7122
N 1.49928 2.66323 -1.44973  -0.0435
C 0.30562 1.80826 -1.77494  -0.8277
C -0.90136 2.22244 -0.92488  -0.4800
C -1.86381 1.04936 -0.75026  -0.6842
C -2.23421 0.34812 -2.06009  -0.5901
N -3.29211 -0.64847 -1.90056  -0.5043
H 3.74479 -0.52286 -0.02348  0.2709
H 5.44203 -0.59674 -0.60632  0.3398
H 4.11102 -1.17702 -1.62702  0.3430
H 2.33139 2.57741 -3.37651  0.3788
H 3.45721 3.15982 -2.12829  0.4791
H 1.25370 3.65343 -1.52666  0.3816
H 1.77433 2.47355 -0.48387  0.4228
H 0.10384 1.90471 -2.84161  0.3116
H 0.58939 0.78419 -1.52710  0.4006
H -0.51527 2.50460 0.06321  0.3304
H -1.40553 3.08262 -1.37549  0.3642
H -1.43170 0.32448 -0.05144  0.4440
H -2.79131 1.40503 -0.28865  0.3382
H -2.54043 1.08549 -2.81024  0.3896
H -1.35030 -0.16792 -2.46567  0.1885
H -4.15308 -0.36228 -2.34328  0.2422
H -3.46735 -0.87953 -0.93243  0.1949
C -1.90149 -3.16713 -6.70747  -0.4905
C -1.42906 -4.39311 -6.50211  -0.2948
C -1.28150 -4.94175 -5.13144  0.3483
O -0.84879 -6.06031 -4.94733  -0.6437
C -1.68668 -4.07742 -3.99668  -0.4046
C -2.16424 -2.85270 -4.19934  -0.2629
C -2.30292 -2.30315 -5.57085  0.4275
O -2.72133 -1.17661 -5.74807  -0.5897
H -2.01780 -2.74415 -7.69711  0.4224
H -1.13251 -5.04736 -7.31186  0.4620
H -1.57798 -4.50566 -3.00789  0.4632
H -2.47851 -2.19223 -3.39681  0.5466
C -3.07108 -8.20463 -5.20290  -0.1583
C -3.08968 -9.52834 -5.33090  -0.4863
C -4.21319 -10.21897 -6.01368  0.3194
O -4.23631 -11.42369 -6.13007  -0.5335
C -5.31410 -9.37426 -6.54974  -0.3566
C -5.29413 -8.05028 -6.42326  -0.4159
C -4.16904 -7.36621 -5.74118  0.5460
O -4.14114 -6.15530 -5.62945  -0.5073
H -2.27420 -7.65515 -4.71971  0.3777
H -2.29972 -10.16289 -4.94984  0.4245
H -6.12081 -9.90107 -7.04325  0.4077
H -6.08247 -7.41464 -6.80610  0.4100
C 9.55935 4.25612 1.30482  -0.3705
C 10.57920 3.92276 0.51812  -0.4029
C 10.38929 3.03443 -0.65813  0.2947
O 11.31540 2.72897 -1.37464  -0.5213
C 9.01511 2.53299 -0.92255  -0.3622
C 7.99668 2.86618 -0.13511  -0.2341
C 8.18924 3.75407 1.03825  0.3825
O 7.25276 4.05566 1.74912  -0.5608
H 9.67344 4.90111 2.16666  0.4147
H 11.58800 4.27555 0.69000  0.4139
H 8.90158 1.88903 -1.78569  0.4195
H 6.98755 2.51693 -0.30580  0.5594
C -1.21716 3.50736 4.81597  -0.2707
C -0.64503 2.74011 3.89264  -0.3626
C -1.44981 1.83109 3.04467  0.4456
O -0.92762 1.12744 2.19762  -0.5609
C -2.91523 1.80029 3.26073  -0.3991
C -3.49225 2.56604 4.18245  -0.4447
C -2.68788 3.48318 5.03123  0.4002
O -3.20798 4.17777 5.87275  -0.5589
H -0.65208 4.17288 5.45551  0.4203
H 0.42454 2.73456 3.72419  0.4345
H -3.47910 1.12108 2.63385  0.4585
H -4.55952 2.56016 4.36276  0.4365
C -3.39160 4.88753 10.11427  -0.4553
C -2.80126 4.20208 9.13928  -0.1353
C -2.11683 2.91467 9.40796  0.4949
O -1.57699 2.29573 8.51208  -0.5530
C -2.11395 2.41284 10.80375  -0.4011
C -2.70362 3.09687 11.78040  -0.3523
C -3.39024 4.38878 11.51378  0.3265
O -3.92749 5.00884 12.40361  -0.5294
H -3.89785 5.82898 9.94334  0.4272
H -2.78354 4.53719 8.11090  0.3604
H -1.60853 1.47065 10.97347  0.4083
H -2.71557 2.75465 12.80730  0.4136

Forces on the atoms, in the same order (eV/Å):
C 0.2 -0.3 -0.4
C 0.2 0.1 -0.1
O -0.1 0.1 0.2
O -0.3 0.0 0.4
C 0.0 0.2 -0.5
N 0.2 0.0 -0.4
C -0.5 -0.1 0.4
C 0.4 -0.2 0.0
C -0.3 -0.2 -0.1
C 0.0 -0.1 0.0
N 0.1 0.1 -0.1
H 0.1 0.0 0.0
H -0.2 0.0 0.1
H -0.1 0.1 0.1
H 0.0 -0.1 0.1
H 0.0 -0.2 0.2
H -0.1 0.0 0.2
H 0.0 0.2 0.1
H 0.2 -0.1 0.0
H 0.1 0.1 -0.2
H -0.3 0.1 0.0
H 0.1 0.0 0.1
H 0.0 0.1 -0.1
H 0.2 0.1 0.0
H 0.0 -0.1 0.0
H 0.0 0.2 0.0
H 0.0 0.0 0.1
H 0.0 0.0 0.0
C 0.0 0.0 0.0
C 0.0 0.0 0.0
C -0.1 -0.1 0.0
O 0.2 0.1 0.0
C 0.0 0.0 0.0
C 0.0 0.0 0.0
C 0.0 0.0 0.0
O 0.0 0.0 0.0
H 0.0 0.0 0.0
H 0.0 0.0 0.0
H 0.0 0.0 0.0
H 0.0 -0.1 0.0
C -0.1 0.0 0.0
C 0.0 0.0 0.0
C 0.0 0.0 0.0
O 0.0 0.0 0.0
C 0.0 0.0 0.0
C 0.0 0.0 0.0
C 0.0 0.0 0.0
O 0.0 0.0 0.0
H 0.0 -0.2 0.0
H 0.0 0.0 0.0
H 0.0 0.0 0.0
H 0.0 0.0 0.0
C 0.0 0.0 0.0
C 0.0 0.0 0.0
C 0.0 0.0 0.0
O 0.0 0.0 0.0
C 0.0 0.0 0.0
C 0.0 0.0 0.0
C 0.0 0.0 0.0
O 0.0 0.0 0.0
H 0.0 0.0 0.0
H 0.0 0.0 0.0
H 0.0 0.0 0.0
H 0.0 0.0 0.0
C 0.0 0.0 0.0
C 0.0 0.0 0.0
C 0.0 -0.1 0.1
O 0.1 0.1 0.0
C 0.0 0.0 0.0
C 0.0 0.0 0.0
C 0.1 -0.1 0.1
O -0.1 0.1 -0.1
H 0.0 0.0 0.0
H 0.0 0.0 0.0
H 0.0 0.0 0.0
H 0.0 0.0 0.0
C 0.0 0.0 0.0
C 0.0 0.1 0.0
C 0.0 0.0 0.0
O 0.0 0.0 0.0
C 0.0 0.0 0.0
C 0.0 0.0 0.0
C 0.0 0.0 0.0
O 0.0 0.0 0.0
H 0.0 0.0 0.0
H 0.0 0.0 0.0
H 0.0 0.0 0.0
H 0.0 0.0 0.0



ORCA calculation (the ωB97M-V functional and the def2-TZVPD basis) on a cluster of 2 separate species, C7H9N2O2 in total.

Output
charge	+1
lowest unoccupied orbital energy	-5.65	eV
relative energy (zero: lowest compared OMol25 entry of this formula, charge and spin)	152.8	kcal/mol
E	-531.66717	Ha
Kohn-Sham gap	8.47	eV

Last column: natural (NBO) charge in e.
CARTESIAN COORDINATES (ANGSTROEM)
C 2.32294 0.15010 -0.72301  -0.0316
C 1.40975 0.35885 -1.77271  -0.2334
C 1.94745 -0.52374 0.42506  -0.2494
C 0.13184 -0.05246 -1.60168  -0.0883
C 0.74634 -1.07706 0.54877  -0.0345
C -0.29659 -0.72044 -0.39687  -0.2232
C -1.58999 -0.91113 -0.10481  -0.0309
N -1.95343 0.72216 1.17049  0.0907
N -2.58390 0.88983 2.17570  0.1688
O -0.93784 1.63143 0.77120  -0.5554
O -2.34958 1.88389 3.02473  -0.4763
H 3.32302 0.45702 -0.62030  0.2368
H 1.58230 0.79326 -2.71859  0.2471
H 2.87164 -0.52406 1.06481  0.2555
H -0.56928 0.24613 -2.32025  0.2245
H 0.40803 -1.66511 1.37548  0.2303
H -2.36698 -0.54891 -0.71732  0.2285
H -1.89475 -1.48297 0.74968  0.2355
H -0.96551 1.69640 -0.19630  0.4898
H -2.96715 1.82961 3.76115  0.5153

Forces on the atoms, in the same order (eV/Å):
C -1.6 0.1 -0.7
C 0.8 -0.4 0.6
C 3.7 0.6 0.3
C -0.7 -0.5 2.2
C -3.3 0.0 -0.2
C 4.1 -0.1 -1.4
C -1.8 -0.3 1.6
N 1.4 1.5 -2.1
N -1.3 -1.2 1.7
O -0.6 0.5 1.6
O 1.4 1.1 -1.1
H 1.1 0.8 -1.1
H 1.0 0.7 -0.6
H -1.8 -0.9 0.3
H -1.1 0.0 -1.0
H 0.2 -0.3 0.6
H -0.8 0.0 -0.9
H -0.1 -0.7 0.0
H -0.3 -0.3 0.2
H -0.5 -0.6 -0.1